(1)
Here is a 2-piece molecular cluster, C6H20N6 overall from the OMol25 dataset. Energies are from the ωB97M-V functional and the def2-TZVPD basis.

- Frontier orbital gap: 9.0 eV
- Charge: 0
- SMILES string: CC(C)C[C@H](C)N(N)N.[H]/N=N/N

```
32
Properties=species:S:1:pos:R:3:lowdin_charge:R:1
C 1.7291 -0.4067 1.9991 -0.09
H 2.7264 2.4645 -1.0827 0.09
C 0.4994 -0.4347 -0.1062 -0.16
N -2.9419 -2.8244 -1.0176 0.01
N -1.3023 -2.5920 -2.3680 0.00
H -0.5909 0.7403 -2.2002 0.10
H -1.7736 0.5709 -1.0403 0.07
N 1.0441 2.0906 -0.1983 -0.33
H -1.6046 -1.3376 1.9360 0.06
H -1.2209 2.3558 -1.4662 0.07
C 0.5431 -1.0478 1.3146 -0.50
H 0.8670 -2.1201 1.0830 0.15
H 1.3700 2.9255 -1.9838 0.12
C -0.6564 -0.8761 2.1232 -0.12
H 2.5854 -1.0063 1.6098 0.09
H -0.3921 3.6595 -0.1659 0.08
C -0.0173 1.0223 -0.0831 -0.37
H 1.5154 -0.4882 3.0901 0.08
N 0.5876 3.4331 0.2162 0.03
H -3.5422 -2.8493 -0.1833 0.12
N 1.7637 2.1416 -1.3125 -0.01
H -0.4508 -1.5218 3.0195 0.09
H -0.7596 0.1688 2.6480 0.13
C -0.9620 1.2902 -1.2406 -0.09
H 0.5285 3.6922 1.1791 0.04
H -0.5311 1.1132 0.8545 0.10
H -3.3706 -3.1062 -1.8608 0.08
H 1.4420 -0.5772 -0.7123 0.12
N -1.6927 -2.6096 -1.0786 -0.17
H 1.8641 0.7459 1.8291 0.11
H -0.3721 -0.9112 -0.8895 0.09
H -0.3333 -2.1555 -2.3588 0.03
```

---

(2)
Here is Ar2H18O9 as an isolated structure from the OMol25 dataset. Energies are from the ωB97M-V functional and the def2-TZVPD basis.

- Frontier orbital gap: 10.0 eV
- Charge: 0

```
29
Properties=species:S:1:pos:R:3:lowdin_charge:R:1
H 2.6359 4.9545 -2.8794 -0.03
O 5.7694 4.4791 -0.6997 -0.04
H 3.5908 -1.8485 -2.8152 0.06
H 7.5639 1.6646 -1.8709 0.06
O 8.1803 1.3470 -2.5308 -0.04
H 3.7598 5.6708 -6.7579 0.03
O 3.0852 3.6871 -1.5562 -0.07
Ar 7.0488 2.0015 -6.9855 0.03
O 4.5069 5.1517 -7.0556 -0.07
H 9.0424 1.4750 -2.1352 0.07
H 6.9898 -0.1027 -2.7200 -0.01
O 3.6418 -1.0085 -3.2713 -0.05
H 2.7196 0.3984 -2.5472 -0.02
O 6.3040 -0.7603 -2.8365 -0.05
Ar 5.2762 2.5441 -4.3911 0.09
O 2.1564 1.1388 -2.3215 -0.05
H 1.8568 0.9501 -1.4322 0.05
H 8.6318 2.9261 -3.7736 -0.03
O 9.2112 3.4786 -4.2982 -0.07
H 6.3638 -1.0086 -3.7590 0.06
H 6.1606 4.9552 -1.4322 0.05
O 2.1798 5.5001 -3.5202 -0.07
H 4.5660 -0.7644 -3.2218 -0.02
H 1.5657 6.0185 -3.0002 0.02
H 5.2448 5.4742 -6.5381 0.02
H 9.4795 4.1783 -3.7027 0.03
H 3.9334 3.6530 -1.1137 0.00
H 6.4797 4.3905 -0.0643 0.04
H 3.0328 2.8620 -2.0385 -0.01
```

---

(3)
Here is a 3-piece molecular cluster, C3H14NO2 overall from the OMol25 dataset. Energies are from the ωB97M-V functional and the def2-TZVPD basis.

- Frontier orbital gap: 12.5 eV
- Charge: +1

```
20
Properties=species:S:1:pos:R:3:lowdin_charge:R:1
H -0.2885 0.8045 -0.8390 0.06
O -2.8698 1.1119 -0.6124 -0.04
N 0.9366 -1.3928 -0.0528 0.19
C 1.8506 0.6244 1.1063 -0.05
H 1.5710 -1.9347 0.5419 0.17
C 1.6275 -0.0650 -0.2417 -0.40
H 2.5915 -0.3313 -0.6690 0.15
H 2.3516 -0.0744 1.7748 0.08
H 1.1221 1.9131 -1.0056 0.11
H 2.6630 1.3455 1.0215 0.10
H -2.6996 2.0192 -0.8848 0.06
H 0.9801 1.0445 1.5744 0.09
H 0.8140 0.4519 -2.1460 0.10
O -1.5095 -1.1044 0.9115 -0.05
H 0.0125 -1.3784 0.4772 0.10
H -3.2752 0.6634 -1.3630 0.06
C 0.7914 0.8588 -1.1018 -0.05
H -1.8723 -0.4661 0.2744 0.03
H 0.7932 -1.8091 -0.9765 0.17
H -2.0179 -0.9557 1.7475 0.12
```

---

(4)
Here is a 2-piece molecular cluster, C3H11N4S overall from the OMol25 dataset. Energies are from the ωB97M-V functional and the def2-TZVPD basis.

- Frontier orbital gap: 9.1 eV
- Charge: +1

```
19
Properties=species:S:1:pos:R:3:lowdin_charge:R:1
S -1.6172 -0.4638 -1.0977 0.92
C 1.6561 1.9831 0.3176 -0.09
H 0.2711 -2.5041 -0.9400 0.23
H 0.4744 0.4428 -2.2456 0.04
H -0.5619 -0.5086 1.2175 0.16
H 2.4752 1.3830 0.7262 0.08
H 1.1356 2.3588 1.1831 0.07
C -2.7104 0.6576 -0.1375 -0.32
C -0.5128 -0.9578 0.1583 -0.42
N 0.8422 1.1085 -0.5521 -0.19
H -2.1845 1.6445 -0.0388 0.07
N 0.1928 -2.0310 0.0676 -0.11
H 2.1380 2.7569 -0.3364 0.10
N 1.0668 -2.6647 0.9454 0.07
H -3.5184 0.8840 -0.8953 0.07
N 1.1924 1.0938 -1.7524 0.09
H 0.7863 -2.8692 1.9095 0.12
H 2.0302 -2.4320 0.8157 0.10
H -3.1559 0.1180 0.6549 0.03
```

---

(5)
Here is a 2-piece molecular cluster, F2H4OSi2 overall from the OMol25 dataset. Energies are from the ωB97M-V functional and the def2-TZVPD basis.

- Frontier orbital gap (alpha / beta): 7.5 / 7.1 eV
- Charge: 0
- 2S+1: 3

```
9
Properties=species:S:1:pos:R:3:mulliken_spin:R:1
Si -0.6212 -0.9060 -0.5219 0.03
Si 1.1727 1.8909 0.6979 1.76
F 1.3825 2.6504 2.1287 0.09
H 0.0806 -0.0754 -1.7661 0.01
H 0.6603 -2.5153 -0.4338 0.00
H -1.2109 0.0370 0.3856 0.01
O 0.4244 -1.8390 0.1958 0.00
H -1.5395 -1.7209 -1.1553 0.00
F -0.3490 2.4783 0.4690 0.09
```

---

(6)
Here is a 6-piece molecular cluster, C40H88F6N2O8P2S2 overall from the OMol25 dataset. Energies are from the ωB97M-V functional and the def2-TZVPD basis.

- Frontier orbital gap (alpha / beta): 1.7 / 4.8 eV
- Charge: +1
- 2S+1: 2

```
148
Properties=species:S:1:pos:R:3:mulliken_spin:R:1
H 1.3020 2.0509 -1.8685 0.01
O -0.2638 4.6813 4.1303 0.00
C 3.2936 4.1511 1.1816 0.00
C -2.2316 0.0248 -3.9171 -0.01
H 0.3450 -1.8919 3.4526 0.00
H 3.3877 -1.2860 -3.4717 0.00
H -1.6276 -3.2780 -0.2689 0.01
H 0.9158 -7.5219 2.7239 0.00
H -2.2341 3.9719 -5.2640 0.00
H 0.2670 -4.3951 3.1642 0.00
H 0.3613 5.1339 -2.9320 0.00
C -2.4098 -3.8296 4.0709 0.00
H -3.0586 -5.8594 -0.5888 0.00
H -5.0096 -4.7541 -1.0140 0.00
O 1.0028 2.7617 0.6225 -0.01
H 6.5474 -1.6466 0.0038 0.00
C -4.3404 -2.7362 -0.9782 0.00
H -1.3701 -3.7586 4.3903 0.00
C 3.2994 5.5356 5.3873 0.00
C -1.0775 3.8520 -7.1063 0.00
F 4.4884 3.9516 1.6435 0.00
C -0.2891 2.8011 -4.7982 0.01
C -1.9673 3.9490 2.5747 0.01
H -3.5501 -2.4798 -1.6838 0.00
H -0.8318 1.7908 2.9289 0.00
H 0.9904 1.4702 4.9092 0.00
H 2.3960 -2.6914 -3.1105 0.00
H 2.4504 -0.2324 -1.1662 -0.01
H -2.7122 -4.7804 4.5098 0.00
C 0.5136 1.3622 -2.1719 0.05
C 1.2117 -2.0952 2.8236 0.00
H 0.0438 0.9571 -1.2756 0.02
H 1.1846 -1.4079 -1.4591 0.00
H -4.7579 0.3825 -5.1224 0.00
H -2.9648 -1.6709 4.1327 0.00
H 1.7103 -3.2347 0.9856 0.01
H 0.4463 3.6055 -4.7834 0.00
C -3.2100 -2.6081 4.6324 0.00
H -1.6518 3.6184 1.5851 0.00
H -5.4616 -1.2283 -5.0054 0.00
C 0.2017 -4.3973 2.0762 0.00
C 5.5502 -1.3048 0.2811 0.03
H 0.6236 2.3215 3.0049 0.00
C -1.2131 -7.5757 0.6107 0.00
C 2.0604 -0.8506 2.4957 -0.02
O 5.5050 6.3368 6.9633 0.00
H -0.3102 3.1878 -7.5042 0.00
H -0.7797 1.0307 5.0274 0.00
F 2.9690 4.5379 4.5295 0.00
C -2.6802 -3.8283 2.5918 0.00
H -0.6828 -6.8798 -0.0393 0.00
H -3.0835 2.0062 -4.0130 0.00
C -0.5199 6.1254 -1.2963 0.00
C 1.9019 -0.7518 -1.9520 0.03
C -4.5213 -0.6798 -5.0608 0.00
H -2.6350 -2.4065 5.5362 0.00
H 0.8800 -5.1818 1.7407 0.00
H 5.2886 -1.5366 1.3135 0.00
F 3.2902 6.7539 4.6760 0.00
C 2.8320 -1.7896 -2.6807 0.00
H -1.5693 0.0130 -4.7828 0.00
C 0.8279 -3.0299 1.5919 -0.01
H -4.1663 -0.8742 -6.0729 0.00
H -5.4129 -2.1412 5.2027 0.00
H -0.0161 1.7964 -5.1208 0.00
H -0.9050 -4.6525 -0.8946 0.00
H -3.6529 -4.2730 2.3819 0.00
H 1.9679 0.5947 -3.7127 0.01
H 2.8368 -1.1408 1.7878 0.01
H -0.3242 2.6783 5.5177 0.00
C -1.2688 3.9435 -2.2393 0.00
H -3.0403 -6.8515 1.7775 0.00
H -4.3197 -1.9445 -0.2293 0.00
H 0.6967 4.3276 -1.3969 0.01
C -2.9371 -4.8411 -0.9581 0.00
H 6.2079 0.6521 0.8888 0.02
H 4.0675 1.9422 -1.8320 0.13
H 0.1187 8.0398 -1.2422 0.00
H 1.8873 -8.2118 1.4922 0.00
N -0.2547 2.3929 3.4985 0.00
H 1.3919 -0.2399 1.8890 0.00
C 0.5870 7.0748 -1.0482 0.00
C -4.1911 -4.1766 -0.5842 0.00
H 1.2450 -9.2544 2.5844 0.00
C -0.0655 4.8579 -1.9678 0.00
H 5.3554 2.9125 -1.0218 0.04
O 6.6506 0.1784 -1.8209 0.29
C -1.9649 -6.6741 1.7879 0.00
C -4.7061 -2.9468 5.0039 0.00
H -4.4758 -4.2587 0.4647 0.00
H -3.1932 -1.8896 -3.9159 0.00
H -2.8717 -4.8001 -2.0454 0.00
O 6.0898 4.8502 5.0976 0.00
C -0.6110 5.2321 -6.9735 0.00
F 2.6269 5.1524 1.8051 0.00
H -0.8732 -9.3219 1.7481 0.00
H -5.3011 -2.7899 -1.4904 0.00
H -0.8972 5.8116 -0.3231 0.00
H -4.2573 -0.7232 -3.1070 0.00
C 5.8775 0.7676 -1.0940 0.59
H -5.1529 -3.3976 4.1176 0.00
C 1.2359 0.3026 -2.9597 -0.02
C -1.4605 3.3208 -5.6710 0.00
C -1.6986 -4.3639 -0.2053 0.00
H -1.6335 -6.9620 2.7855 0.00
H 0.0852 5.3557 -6.1440 0.00
H -3.0615 1.3698 -2.4974 0.00
H -2.5770 -2.8727 2.0778 0.00
H -2.0609 2.4259 -5.8346 0.00
H 0.3527 -2.4427 0.8061 0.00
C -2.3960 1.4758 -3.3541 0.01
O 3.0754 1.4264 0.6115 -0.04
H -4.7209 -3.7701 5.7181 0.00
H 4.6919 -1.5663 -0.3378 0.03
H 1.6814 -2.7282 3.5764 0.00
H 5.5342 2.2628 -2.5541 0.00
H -1.3580 6.0083 -6.8075 0.00
H -2.2344 5.0057 2.5875 0.00
H 0.0064 -9.1499 0.1638 0.00
F 3.3373 4.4493 -0.1821 0.01
N 5.5136 0.2330 0.2867 0.03
F 2.3409 5.5459 6.2859 0.00
O 4.7725 4.0625 7.0505 0.00
C 0.9516 -8.3625 2.0308 0.00
H 0.9788 7.2287 -0.0428 0.00
P -1.5403 -4.8726 1.6104 0.00
H -1.8511 3.6461 -1.3672 0.00
H 2.4223 -0.3280 3.3812 0.00
H 3.5257 -2.1618 -1.9267 0.00
H -1.3309 6.5559 -1.8838 0.00
C -0.7470 3.8218 3.4517 0.00
C -0.0410 1.8228 4.9046 0.00
C -0.2516 -8.6873 1.1165 0.00
O 2.2443 2.2220 2.6756 -0.02
H -1.9032 -8.0345 -0.0973 0.00
S 5.1369 5.1668 6.1869 0.00
H -1.9850 3.7568 -7.7025 0.00
H 0.0472 5.6245 -7.7486 0.00
H -2.0435 4.4090 -2.8486 0.00
C 5.1256 2.0033 -1.5775 -0.16
H 1.5295 7.0615 -1.5956 0.00
H -1.6803 -0.5990 -3.2135 0.00
C -3.5417 -0.8568 -3.9182 0.00
H 0.4782 -0.2172 -3.5461 0.00
H -2.7844 3.3872 3.0274 0.00
P -0.8904 2.3802 -3.0923 -0.06
H 4.6167 0.5820 0.5932 -0.01
S 2.2867 2.4943 1.2491 0.01
```